Record 1
C23H27N3O4S | ωB97M-V with the def2-TZVPD basis set

Geometry as XYZ:
```
58
C23H27N3O4S, DFT ωB97M-V with the def2-TZVPD basis set
C -2.26 3.63 2.35
C -0.76 3.87 2.20
C -0.36 5.25 2.72
C 1.15 5.43 2.61
C 1.86 4.31 3.36
N 1.45 3.04 2.81
S 2.37 1.72 3.30
O 1.82 1.11 4.48
O 3.74 2.14 3.32
C 2.11 0.63 1.91
C 1.37 -0.53 2.06
C 1.17 -1.35 0.97
C 1.72 -1.02 -0.27
N 1.50 -1.91 -1.33
C 1.99 -1.86 -2.60
O 2.69 -0.98 -3.04
C 1.53 -3.03 -3.49
C 1.48 -4.38 -2.78
C 0.07 -4.47 -2.23
O -0.30 -5.21 -1.35
N -0.69 -3.55 -2.89
C -2.07 -3.34 -2.73
C -2.81 -2.76 -3.76
C -4.17 -2.54 -3.60
C -4.81 -2.88 -2.42
C -4.07 -3.45 -1.40
C -2.72 -3.68 -1.54
C 0.06 -2.82 -3.90
C 2.47 0.15 -0.41
C 2.66 0.97 0.69
C 0.03 2.80 2.96
H -2.53 2.65 1.96
H -2.82 4.39 1.80
H -2.55 3.68 3.39
H -0.49 3.80 1.14
H -0.87 6.03 2.15
H -0.66 5.34 3.77
H 1.45 5.40 1.56
H 1.46 6.40 3.02
H 2.95 4.37 3.24
H 1.63 4.37 4.43
H 0.96 -0.77 3.03
H 0.59 -2.26 1.07
H 0.92 -2.70 -1.08
H 2.18 -3.02 -4.36
H 2.23 -4.50 -1.99
H 1.62 -5.19 -3.49
H -2.34 -2.50 -4.69
H -4.73 -2.09 -4.41
H -5.86 -2.70 -2.30
H -4.56 -3.72 -0.47
H -2.16 -4.13 -0.74
H -0.22 -1.77 -3.90
H -0.11 -3.24 -4.89
H 2.90 0.40 -1.37
H 3.24 1.87 0.61
H -0.18 1.81 2.55
H -0.25 2.80 4.02
```

Output
highest occupied orbital energy = -9.0 eV
molecular weight = 441.55 g/mol
Kohn-Sham gap = 9.39 eV
spin multiplicity = 1
LUMO energy = 0.44 eV
energy above the lowest of the compared OMol25 structures with the same formula, charge and spin = 85.5 kJ/mol
E = -47786.1501 eV
max |F| = 0.019 hartree/bohr
SMILES = C[C@H]1CCCN(S(=O)(=O)c2ccc(NC(=O)[C@H]3CC(=O)N(c4ccccc4)C3)cc2)C1

Charges per atom according to Mulliken partitioning, unit e: atom 1 (C): -1.7451, atom 2 (C): 0.8215, atom 3 (C): -0.9080, atom 4 (C): -0.6338, atom 5 (C): -0.7670, atom 6 (N): 0.2397, atom 7 (S): 1.3954, atom 8 (O): -0.7265, atom 9 (O): -0.7605, atom 10 (C): -0.2794, atom 11 (C): -0.4770, atom 12 (C): -0.7704, atom 13 (C): 1.0586, atom 14 (N): 0.1503, atom 15 (C): 0.3220, atom 16 (O): -0.6806, atom 17 (C): 0.0244, atom 18 (C): -0.8749, atom 19 (C): 0.3026, atom 20 (O): -0.6395, atom 21 (N): 0.2719, atom 22 (C): 0.6081, atom 23 (C): -0.3101, atom 24 (C): -0.6909, atom 25 (C): -0.4515, atom 26 (C): -0.6999, atom 27 (C): -0.3457, atom 28 (C): -1.0979, atom 29 (C): -0.7783, atom 30 (C): -0.6371, atom 31 (C): -1.0187, atom 32 (H): 0.4236, atom 33 (H): 0.4265, atom 34 (H): 0.3637, atom 35 (H): 0.1922, atom 36 (H): 0.3573, atom 37 (H): 0.3182, atom 38 (H): 0.3110, atom 39 (H): 0.3658, atom 40 (H): 0.4463, atom 41 (H): 0.3523, atom 42 (H): 0.5350, atom 43 (H): 0.3930, atom 44 (H): -0.1414, atom 45 (H): 0.4708, atom 46 (H): 0.3707, atom 47 (H): 0.3388, atom 48 (H): 0.3718, atom 49 (H): 0.3736, atom 50 (H): 0.3857, atom 51 (H): 0.3753, atom 52 (H): 0.4080, atom 53 (H): 0.5571, atom 54 (H): 0.4697, atom 55 (H): 0.5236, atom 56 (H): 0.4510, atom 57 (H): 0.4617, atom 58 (H): 0.1971



Record 2
C23H27N3O5 | ωB97M-V with the def2-TZVPD basis set

Geometry as XYZ:
```
58
C23H27N3O5, DFT ωB97M-V with the def2-TZVPD basis set
C -7.82 -3.86 -2.34
H -8.75 -4.56 -2.40
H -7.52 -3.68 -3.43
H -8.29 -2.81 -2.00
C -6.84 -4.08 -1.17
C -5.57 -3.22 -1.16
C -4.42 -3.36 -1.98
C -3.59 -2.17 -2.11
C -3.62 -1.13 -1.20
C -4.75 -1.18 -0.26
C -5.60 -2.14 -0.54
H -6.46 -1.94 0.24
H -4.86 -0.27 0.58
N -2.58 -0.35 -1.26
C -2.42 0.85 -0.32
O -3.03 1.04 0.56
C -1.04 1.32 -0.39
H -0.92 2.27 0.05
H -0.96 1.59 -1.74
C 0.21 0.38 -0.10
N 0.39 0.67 1.35
C 1.84 0.84 1.55
O 2.21 1.00 2.60
N 2.43 1.03 0.35
C 1.39 1.13 -0.85
O 1.63 0.99 -1.88
C 3.60 1.61 0.45
C 4.11 2.57 0.98
C 5.55 2.93 1.09
C 6.26 2.42 0.08
C 5.74 1.59 -0.96
C 4.43 1.23 -0.71
H 4.06 0.34 -1.47
H 6.40 1.20 -1.50
O 7.58 2.88 -0.10
C 8.13 3.77 0.49
H 9.06 4.10 0.33
H 8.25 3.24 1.73
H 7.63 4.78 0.59
H 5.96 3.70 1.64
H 3.49 2.77 2.01
C -0.32 -0.02 2.32
H -0.06 0.49 3.37
H -1.48 0.61 2.32
C -0.65 -1.27 2.34
O -1.50 -1.86 1.24
C -1.83 -3.22 1.34
H -2.61 -3.40 2.17
H -0.97 -3.74 1.28
H -2.09 -3.35 0.23
H 0.22 -1.84 2.45
H -1.39 -1.61 3.20
H -0.28 -0.56 -0.43
H -1.89 -0.62 -1.77
H -2.79 -2.50 -2.71
H -4.42 -4.26 -2.93
H -7.21 -4.27 -0.29
H -6.23 -5.19 -1.65
```

Output
highest occupied orbital energy = -7.9 eV
molecular weight = 425.48 g/mol
Kohn-Sham gap = 7.66 eV
spin multiplicity = 1
LUMO energy = -0.24 eV
energy above the lowest of the compared OMol25 structures with the same formula, charge and spin = 2190.5 kJ/mol
E = -38977.2476 eV
max |F| = 0.354 hartree/bohr

Charges per atom according to Mulliken partitioning, unit e: atom 1 (C): -0.8822, atom 2 (H): 0.3094, atom 3 (H): 0.2690, atom 4 (H): 0.2300, atom 5 (C): -1.2108, atom 6 (C): 0.7183, atom 7 (C): -0.2937, atom 8 (C): -0.6296, atom 9 (C): 0.7664, atom 10 (C): -0.8832, atom 11 (C): 0.1368, atom 12 (H): 0.0788, atom 13 (H): 0.1520, atom 14 (N): -0.1384, atom 15 (C): -0.0979, atom 16 (O): -0.2974, atom 17 (C): -1.0147, atom 18 (H): 0.4336, atom 19 (H): 0.3021, atom 20 (C): 0.5937, atom 21 (N): 0.3248, atom 22 (C): 0.2348, atom 23 (O): -0.5074, atom 24 (N): 0.1277, atom 25 (C): -0.1300, atom 26 (O): -0.2272, atom 27 (C): 0.1756, atom 28 (C): -0.0650, atom 29 (C): -0.8876, atom 30 (C): 0.9013, atom 31 (C): -1.4101, atom 32 (C): 0.1474, atom 33 (H): 0.0673, atom 34 (H): 0.6682, atom 35 (O): -0.3647, atom 36 (C): -0.6945, atom 37 (H): 0.2888, atom 38 (H): 0.1971, atom 39 (H): 0.2725, atom 40 (H): 0.5880, atom 41 (H): 0.1605, atom 42 (C): -1.1565, atom 43 (H): 0.4111, atom 44 (H): 0.2355, atom 45 (C): -0.6281, atom 46 (O): 0.0099, atom 47 (C): -0.7972, atom 48 (H): 0.2512, atom 49 (H): 0.4669, atom 50 (H): 0.0985, atom 51 (H): 0.4283, atom 52 (H): 0.3049, atom 53 (H): 0.4239, atom 54 (H): 0.2265, atom 55 (H): 0.3598, atom 56 (H): 0.1446, atom 57 (H): 0.5967, atom 58 (H): 0.2144